No. 1
ORCA calculation (ωB97M-V/def2-TZVPD) on 6 unconnected molecules or ions with the total composition C29H58ClNO14P.

Element x y z (Å)
C (-0.907, 0.521, 3.625)
C (-0.006, 0.183, 2.416)
C (-0.281, 1.140, 1.259)
C (1.505, 0.311, 2.704)
C (2.231, -0.862, 3.361)
Cl (1.847, -0.914, 5.132)
P (4.098, -0.628, 3.294)
O (4.801, -0.781, 4.560)
O (4.590, -1.639, 2.133)
O (4.349, 0.799, 2.616)
C (1.817, -2.171, 2.685)
C (0.317, -2.413, 2.462)
C (-0.441, -2.853, 3.719)
C (0.190, -3.497, 1.392)
N (-0.297, -1.182, 1.913)
O (-1.456, -1.334, 1.400)
H (-0.328, 0.701, 4.530)
H (-1.497, 1.412, 3.411)
H (-1.609, -0.287, 3.821)
H (-1.350, 1.244, 1.080)
H (0.193, 0.778, 0.344)
H (0.136, 2.123, 1.492)
H (1.977, 0.468, 1.727)
H (1.665, 1.222, 3.282)
H (5.167, -2.324, 2.507)
H (4.076, 0.868, 1.691)
H (2.298, -2.180, 1.704)
H (2.220, -3.020, 3.245)
H (-0.017, -3.790, 4.091)
H (-1.484, -3.028, 3.449)
H (-0.394, -2.121, 4.520)
H (0.947, -4.268, 1.561)
H (0.343, -3.076, 0.397)
H (-0.790, -3.968, 1.412)
O (1.240, 1.293, -2.768)
C (0.073, 1.275, -3.063)
O (-0.767, 2.075, -2.384)
C (-2.176, 2.164, -2.666)
C (-2.947, 1.049, -2.004)
C (-0.468, 0.336, -4.113)
H (-2.346, 2.210, -3.743)
H (-2.457, 3.130, -2.252)
H (-2.667, 0.074, -2.403)
H (-4.021, 1.171, -2.144)
H (-2.756, 1.042, -0.931)
H (-0.695, -0.612, -3.623)
H (0.320, 0.163, -4.840)
H (-1.368, 0.683, -4.610)
O (-5.405, 0.816, 0.476)
C (-6.382, 0.486, -0.143)
O (-6.218, -0.047, -1.370)
C (-7.311, -0.635, -2.103)
C (-8.097, 0.387, -2.893)
C (-7.776, 0.702, 0.401)
H (-7.941, -1.212, -1.436)
H (-6.830, -1.352, -2.765)
H (-8.584, 1.115, -2.243)
H (-8.870, -0.123, -3.470)
H (-7.445, 0.923, -3.583)
H (-8.089, 1.710, 0.123)
H (-7.716, 0.658, 1.485)
H (-8.522, 0.004, 0.033)
O (-9.221, -3.306, -1.603)
C (-8.753, -3.622, -0.540)
O (-7.436, -3.398, -0.343)
C (-6.774, -3.620, 0.915)
C (-6.371, -5.066, 1.097)
C (-9.577, -4.276, 0.540)
H (-7.394, -3.262, 1.738)
H (-5.897, -2.976, 0.863)
H (-7.239, -5.723, 1.149)
H (-5.806, -5.176, 2.024)
H (-5.741, -5.387, 0.269)
H (-9.565, -5.353, 0.362)
H (-10.601, -3.931, 0.430)
H (-9.226, -4.096, 1.551)
O (9.751, 2.288, -1.226)
C (9.034, 1.766, -0.414)
O (8.145, 2.538, 0.247)
C (7.156, 1.984, 1.129)
C (7.660, 1.745, 2.534)
C (9.134, 0.297, -0.086)
H (6.735, 1.076, 0.692)
H (6.369, 2.737, 1.135)
H (8.445, 0.990, 2.569)
H (6.826, 1.398, 3.146)
H (8.047, 2.667, 2.966)
H (9.891, 0.181, 0.692)
H (9.485, -0.217, -0.976)
H (8.212, -0.151, 0.271)
O (4.562, 5.601, -5.096)
C (5.217, 4.975, -4.306)
O (6.544, 4.853, -4.532)
C (7.430, 4.189, -3.618)
C (7.456, 2.691, -3.823)
C (4.592, 4.296, -3.112)
H (7.186, 4.451, -2.588)
H (8.406, 4.620, -3.835)
H (6.483, 2.242, -3.617)
H (8.194, 2.255, -3.151)
H (7.735, 2.454, -4.850)
H (4.245, 3.311, -3.425)
H (3.716, 4.867, -2.822)
H (5.257, 4.170, -2.261)

Properties
LUMO (spin up / spin down): 0.0 / 0.0 eV
Spin multiplicity: 2

=====

No. 2
ORCA calculation (ωB97M-V/def2-TZVPD) on 12 unconnected molecules or ions with the total composition C17H55BrClO13.

Element x y z (Å)
C (6.232, -2.633, -3.360)
C (5.417, -1.543, -4.082)
O (4.718, -0.682, -3.206)
C (3.660, -1.334, -2.511)
C (2.483, -0.373, -2.381)
O (1.286, -1.075, -2.126)
C (0.599, -1.549, -3.282)
C (0.698, -3.079, -3.565)
Cl (1.317, -3.911, -2.034)
Br (-1.234, -3.709, -3.690)
H (6.112, -2.539, -2.282)
H (5.928, -3.634, -3.663)
H (7.297, -2.523, -3.572)
H (4.705, -2.011, -4.773)
H (6.085, -0.907, -4.662)
H (3.997, -1.631, -1.512)
H (3.338, -2.233, -3.043)
H (2.419, 0.239, -3.286)
H (2.642, 0.305, -1.537)
H (1.007, -1.033, -4.158)
H (-0.449, -1.255, -3.178)
C (2.507, -5.090, -5.746)
O (1.421, -5.911, -5.336)
H (2.856, -5.472, -6.705)
H (2.195, -4.053, -5.859)
H (3.333, -5.130, -5.027)
H (1.090, -5.528, -4.513)
C (-0.939, -0.262, 0.613)
O (-0.287, 0.474, -0.413)
H (-1.548, 0.438, 1.185)
H (-1.580, -1.042, 0.193)
H (-0.219, -0.723, 1.295)
H (0.247, -0.164, -0.914)
C (1.842, 1.514, 1.963)
O (0.826, 1.429, 2.954)
H (2.153, 0.495, 1.744)
H (1.460, 1.959, 1.043)
H (2.708, 2.080, 2.322)
H (0.516, 2.316, 3.161)
C (-1.272, 2.272, 5.286)
O (-0.513, 3.486, 5.203)
H (-1.514, 1.967, 4.272)
H (-0.691, 1.479, 5.762)
H (-2.200, 2.437, 5.837)
H (-0.300, 3.758, 6.099)
C (-5.228, 3.773, 6.765)
O (-3.858, 4.014, 7.054)
H (-5.493, 2.832, 7.242)
H (-5.870, 4.562, 7.166)
H (-5.401, 3.677, 5.691)
H (-3.600, 4.836, 6.628)
C (-0.124, 6.563, 3.961)
O (-0.193, 7.930, 4.361)
H (-1.142, 6.189, 3.892)
H (0.355, 6.458, 2.984)
H (0.416, 5.958, 4.691)
H (0.704, 8.265, 4.444)
C (-2.453, -4.308, -0.146)
O (-1.911, -3.667, 1.012)
H (-3.530, -4.376, -0.007)
H (-2.232, -3.739, -1.048)
H (-2.046, -5.316, -0.264)
H (-0.964, -3.581, 0.862)
C (-3.433, -0.787, 3.565)
O (-3.729, 0.606, 3.647)
H (-2.827, -1.033, 4.434)
H (-4.343, -1.392, 3.588)
H (-2.862, -1.028, 2.666)
H (-4.254, 0.844, 2.879)
C (0.855, -2.456, -7.912)
O (2.266, -2.431, -7.734)
H (0.488, -3.342, -7.398)
H (0.378, -1.580, -7.466)
H (0.584, -2.519, -8.971)
H (2.618, -1.645, -8.160)
C (0.480, 8.910, 7.481)
O (1.337, 9.666, 6.628)
H (1.063, 8.072, 7.854)
H (0.134, 9.503, 8.331)
H (-0.377, 8.523, 6.926)
H (0.830, 10.406, 6.282)
C (-4.732, -5.823, -5.299)
O (-4.306, -5.157, -4.126)
H (-5.808, -5.970, -5.217)
H (-4.530, -5.232, -6.198)
H (-4.256, -6.803, -5.407)
H (-3.352, -5.023, -4.196)

Properties
LUMO: 1.7 eV
Spin multiplicity: 1
Total charge: -1

=====

No. 3
ORCA calculation (ωB97M-V/def2-TZVPD) on a single C4H5NO molecule.

Element x y z (Å)
C (2.584, 0.181, 0.257)
C (1.469, -0.182, -0.009)
C (0.132, -0.526, -0.467)
C (-0.925, -0.221, 0.586)
N (-1.764, 0.679, 0.022)
O (-0.951, -0.745, 1.678)
H (3.577, 0.500, 0.475)
H (0.032, -1.589, -0.703)
H (-0.113, 0.065, -1.401)
H (-2.598, 0.996, 0.508)
H (-1.443, 0.842, -0.944)

Properties
Structure (SMILES): C#CCC(N)=O
LUMO: 0.7 eV
Energy relative to the best compared isomer or geometry (same formula, charge and spin): 1.791 eV
Spin multiplicity: 1

=====

No. 4
ORCA calculation (ωB97M-V/def2-TZVPD) on a molecular structure, C37H37AsClN5O7SYb.

Element x y z (Å)
Yb (0.122, -1.256, 0.762)
O (5.272, -0.473, -1.609)
C (4.525, -1.106, -2.547)
C (5.080, -1.384, -3.796)
C (4.355, -2.031, -4.779)
C (3.047, -2.427, -4.534)
C (2.495, -2.162, -3.297)
C (3.200, -1.494, -2.286)
C (2.434, -1.243, -1.040)
O (1.327, -1.891, -0.884)
N (2.919, -0.352, -0.183)
N (2.058, -0.091, 0.850)
C (2.520, 0.445, 1.905)
C (1.595, 0.626, 3.031)
C (1.985, 1.278, 4.190)
C (1.081, 1.392, 5.234)
C (-0.193, 0.867, 5.081)
C (-0.506, 0.244, 3.887)
N (0.364, 0.104, 2.890)
H (6.169, -0.384, -1.946)
H (6.107, -1.086, -3.988)
H (4.817, -2.229, -5.738)
H (2.473, -2.941, -5.294)
H (1.480, -2.465, -3.077)
H (3.571, 0.701, 1.995)
H (2.984, 1.693, 4.257)
H (1.366, 1.887, 6.154)
H (-0.934, 0.946, 5.865)
H (-1.498, -0.154, 3.708)
O (-5.411, -2.837, -0.415)
C (-5.531, -1.586, -0.011)
O (-6.587, -1.015, -0.005)
C (-4.283, -0.862, 0.430)
C (-4.227, 0.503, 0.633)
Cl (-5.436, 1.644, 0.333)
N (-2.978, 0.835, 1.047)
N (-2.204, -0.256, 1.107)
C (-2.974, -1.284, 0.751)
C (-2.336, -2.659, 0.732)
O (-2.871, -3.577, 0.141)
O (-1.208, -2.726, 1.369)
C (-2.429, 2.123, 1.396)
C (-3.219, 3.094, 1.995)
C (-2.667, 4.327, 2.313)
C (-1.332, 4.594, 2.054)
C (-0.540, 3.605, 1.486)
C (-1.086, 2.376, 1.155)
H (-4.487, -3.181, -0.321)
H (-4.251, 2.897, 2.242)
H (-3.295, 5.081, 2.772)
H (-0.911, 5.562, 2.295)
H (0.510, 3.789, 1.286)
H (-0.467, 1.629, 0.698)
C (0.998, -5.742, 3.451)
As (1.049, -3.842, 3.687)
C (2.260, -3.525, 5.142)
C (-0.669, -3.361, 4.398)
S (1.899, -2.961, 1.961)
H (0.769, -6.242, 4.388)
H (1.972, -6.046, 3.085)
H (0.245, -5.979, 2.704)
H (1.944, -4.047, 6.044)
H (2.303, -2.453, 5.322)
H (3.241, -3.871, 4.829)
H (-0.919, -4.129, 5.129)
H (-1.408, -3.334, 3.606)
H (-0.594, -2.393, 4.888)
C (-1.523, 4.065, -6.278)
C (-1.072, 3.183, -5.147)
C (0.280, 2.956, -4.912)
C (0.713, 2.162, -3.864)
C (2.201, 1.927, -3.700)
C (-0.254, 1.576, -3.013)
C (0.245, 0.825, -1.889)
O (-0.427, 0.174, -1.082)
C (-1.639, 1.769, -3.259)
C (-2.717, 1.155, -2.404)
C (-2.012, 2.573, -4.317)
H (-0.681, 4.438, -6.858)
H (-2.082, 4.921, -5.891)
H (-2.192, 3.521, -6.947)
H (1.014, 3.406, -5.572)
H (2.744, 2.445, -4.487)
H (2.450, 0.864, -3.767)
H (2.580, 2.292, -2.742)
H (1.331, 0.848, -1.756)
H (-2.612, 0.072, -2.339)
H (-3.700, 1.391, -2.808)
H (-2.655, 1.544, -1.387)
H (-3.070, 2.729, -4.511)

Properties
LUMO (spin up / spin down): -3.3 / -3.3 eV
Energy relative to the best compared isomer or geometry (same formula, charge and spin): 0.495 eV
Spin multiplicity: 2
Total charge: +1

=====

No. 5
ORCA calculation (ωB97M-V/def2-TZVPD) on a molecular structure, C28H45MnN5O5SSi.

Element x y z (Å)
Mn (1.227, -0.470, -0.671)
C (5.294, -1.044, -1.698)
C (3.816, -0.862, -1.683)
N (3.086, -0.802, -0.587)
N (3.660, -0.929, 0.625)
C (2.747, -0.754, 1.564)
O (1.529, -0.507, 1.227)
C (3.113, -0.852, 2.976)
C (2.108, -0.828, 3.944)
C (2.439, -0.906, 5.282)
C (3.771, -1.000, 5.659)
C (4.774, -1.011, 4.700)
C (4.450, -0.942, 3.360)
C (3.025, -0.734, -2.884)
C (3.530, -0.923, -4.173)
C (2.677, -0.819, -5.254)
C (1.340, -0.515, -5.025)
C (0.904, -0.328, -3.722)
N (1.713, -0.435, -2.671)
H (5.675, -1.073, -0.681)
H (5.776, -0.226, -2.233)
H (5.557, -1.976, -2.201)
H (1.081, -0.733, 3.624)
H (1.660, -0.880, 6.031)
H (4.024, -1.055, 6.706)
H (5.807, -1.064, 5.009)
H (5.211, -0.945, 2.598)
H (4.573, -1.154, -4.309)
H (3.042, -0.975, -6.257)
H (0.649, -0.420, -5.846)
H (-0.126, -0.068, -3.504)
C (1.764, -4.584, 2.669)
N (1.579, -4.165, 1.297)
C (0.602, -3.372, 0.868)
N (-0.319, -2.904, 1.706)
S (0.477, -3.045, -0.805)
H (2.638, -5.224, 2.728)
H (0.901, -5.152, 3.018)
H (1.926, -3.723, 3.320)
H (2.195, -4.536, 0.588)
H (-0.271, -3.055, 2.701)
H (-1.000, -2.243, 1.358)
C (-3.726, 1.524, 2.221)
C (-2.890, 0.311, 1.808)
C (-3.628, -0.977, 2.196)
C (-1.503, 0.420, 2.447)
O (-2.769, 0.277, 0.391)
Si (-1.759, 1.101, -0.582)
O (-0.360, 0.283, -0.707)
O (-2.367, 1.233, -2.077)
C (-3.333, 0.424, -2.741)
C (-4.715, 0.831, -2.235)
C (-3.212, 0.722, -4.235)
C (-3.050, -1.048, -2.457)
O (-1.470, 2.530, 0.114)
C (-1.155, 3.802, -0.423)
C (-2.387, 4.357, -1.134)
C (-0.775, 4.680, 0.769)
C (0.014, 3.687, -1.398)
H (-3.814, 1.554, 3.303)
H (-4.720, 1.471, 1.788)
H (-3.241, 2.428, 1.869)
H (-3.651, -1.100, 3.275)
H (-3.162, -1.845, 1.734)
H (-4.650, -0.912, 1.834)
H (-1.515, 0.090, 3.481)
H (-1.180, 1.457, 2.407)
H (-0.777, -0.155, 1.876)
H (-4.877, 1.889, -2.425)
H (-4.756, 0.655, -1.165)
H (-5.495, 0.261, -2.731)
H (-3.406, 1.775, -4.421)
H (-3.938, 0.132, -4.785)
H (-2.216, 0.479, -4.598)
H (-3.186, -1.241, -1.397)
H (-2.013, -1.278, -2.706)
H (-3.712, -1.684, -3.036)
H (-3.218, 4.413, -0.436)
H (-2.659, 3.693, -1.947)
H (-2.185, 5.349, -1.526)
H (-1.598, 4.717, 1.478)
H (-0.552, 5.689, 0.436)
H (0.097, 4.266, 1.269)
H (-0.281, 3.092, -2.257)
H (0.857, 3.198, -0.909)
H (0.313, 4.677, -1.728)

Properties
LUMO (spin up / spin down): -3.9 / -4.2 eV
Spin multiplicity: 5
Total charge: +1

=====

No. 6
ORCA calculation (ωB97M-V/def2-TZVPD) on a gas-phase ion, C5H12N3 (charge +1).

Element x y z (Å)
C (-2.816, -0.772, 0.350)
C (-2.205, 0.337, 0.060)
N (-1.119, 0.363, -0.797)
N (-0.118, 1.317, -0.352)
C (0.608, 0.770, 0.750)
N (1.394, -0.337, 0.089)
C (0.751, -1.430, -0.026)
C (2.719, -0.043, -0.369)
H (-3.749, -0.789, 0.995)
H (-2.596, -1.663, -0.160)
H (-2.541, 1.300, 0.507)
H (-1.368, 0.770, -1.743)
H (-0.516, 2.158, -0.142)
H (1.356, 1.511, 1.049)
H (-0.025, 0.357, 1.476)
H (1.373, -2.254, -0.524)
H (-0.186, -1.572, 0.330)
H (3.229, 0.551, 0.372)
H (3.302, -0.978, -0.582)
H (2.508, 0.405, -1.283)

Properties
Structure (SMILES): C=CNNC[N+](=C)C
LUMO: -4.2 eV
Energy relative to the best compared isomer or geometry (same formula, charge and spin): 4.020 eV
Spin multiplicity: 1
Total charge: +1

=====

No. 7
ORCA calculation (ωB97M-V/def2-TZVPD) on a molecular structure, C20H33B3CaF18N6O6S2.

Element x y z (Å)
Ca (6.864, -7.534, -4.981)
C (8.817, -1.799, -1.811)
C (9.338, -1.682, -3.237)
N (8.591, -0.634, -3.965)
C (8.809, 0.714, -3.801)
C (7.961, 1.378, -4.622)
N (7.138, 0.429, -5.179)
C (7.579, -0.797, -4.827)
C (6.057, 0.597, -6.132)
H (7.736, -1.887, -1.742)
H (9.094, -0.911, -1.234)
H (9.323, -2.620, -1.298)
H (9.127, -2.611, -3.776)
H (10.390, -1.508, -3.465)
H (9.566, 1.047, -3.113)
H (7.876, 2.418, -4.882)
H (7.036, -1.694, -5.092)
H (5.082, 0.514, -5.650)
H (6.163, -0.200, -6.864)
H (6.105, 1.605, -6.537)
C (14.827, -2.314, -7.211)
C (13.951, -1.754, -6.125)
N (12.944, -2.720, -5.694)
C (11.949, -3.356, -6.444)
C (11.344, -4.213, -5.610)
N (11.966, -4.206, -4.375)
C (12.882, -3.235, -4.453)
C (11.513, -4.903, -3.161)
H (15.444, -3.149, -6.855)
H (15.651, -1.652, -7.481)
H (14.266, -2.732, -8.043)
H (13.375, -0.916, -6.527)
H (14.488, -1.354, -5.268)
H (11.898, -3.240, -7.512)
H (10.625, -4.976, -5.866)
H (13.555, -2.919, -3.672)
H (11.466, -4.206, -2.325)
H (12.176, -5.727, -2.904)
H (10.520, -5.312, -3.333)
C (4.540, -2.546, -9.561)
C (3.411, -3.397, -8.955)
N (3.341, -3.155, -7.505)
C (4.317, -3.499, -6.608)
C (4.028, -2.920, -5.411)
N (2.769, -2.381, -5.565)
C (2.347, -2.596, -6.819)
C (2.004, -1.714, -4.528)
H (4.321, -1.478, -9.551)
H (4.590, -2.870, -10.601)
H (5.492, -2.745, -9.074)
H (3.635, -4.451, -9.125)
H (2.419, -3.173, -9.341)
H (5.139, -4.131, -6.910)
H (4.527, -2.827, -4.462)
H (1.425, -2.202, -7.212)
H (0.955, -1.724, -4.829)
H (2.306, -0.676, -4.415)
H (1.957, -2.246, -3.580)
B (7.321, -4.689, -4.499)
F (8.439, -4.185, -5.165)
F (7.695, -5.687, -3.611)
F (6.736, -3.633, -3.794)
F (6.462, -5.298, -5.435)
B (7.665, -6.074, -8.327)
F (6.470, -5.411, -8.674)
F (8.733, -5.241, -7.946)
F (7.420, -6.980, -7.224)
F (8.003, -6.859, -9.419)
B (4.956, -8.328, -2.818)
F (5.490, -9.208, -3.748)
F (5.649, -7.126, -2.909)
F (3.604, -8.126, -3.096)
F (5.097, -8.878, -1.537)
C (2.541, -8.597, -6.923)
F (2.432, -9.130, -5.722)
F (2.924, -9.475, -7.841)
F (1.363, -8.115, -7.290)
S (3.771, -7.124, -6.916)
O (4.930, -7.441, -6.088)
O (4.109, -7.003, -8.317)
O (2.986, -6.000, -6.447)
C (9.127, -6.059, 0.000)
F (10.084, -6.959, -0.307)
F (8.746, -5.454, -1.112)
F (8.125, -6.635, 0.608)
S (9.985, -4.734, 1.033)
O (10.813, -4.027, 0.059)
O (8.910, -3.945, 1.626)
O (10.667, -5.488, 2.091)

Properties
LUMO: -1.2 eV
Energy relative to the best compared isomer or geometry (same formula, charge and spin): 0.000 eV
Spin multiplicity: 1